Record 1
Formula: C15H36AlBrFO3
Source: OMol25
Level of theory: ωB97M-V/def2-TZVPD

Geometry as ORCA input:
```
! wB97M-V def2-TZVPD RIJCOSX def2/J DEFGRID3
* xyz -1 1
C -1.171 4.387 3.398
O -0.966 4.058 4.758
C -1.932 3.152 5.279
C -1.909 1.740 4.674
C -0.527 1.215 4.294
Al -0.552 -0.650 3.485
Br -2.877 -1.376 3.438
C 0.162 -0.732 1.588
C 0.149 0.556 0.803
C -1.213 1.238 0.763
F 1.093 1.466 1.342
H -0.246 4.227 2.849
H -1.939 3.773 2.928
H -1.481 5.429 3.306
H -2.928 3.598 5.159
H -1.747 3.111 6.350
H -2.606 1.697 3.838
H -2.334 1.075 5.423
H 0.006 1.931 3.679
H 0.041 1.124 5.223
H 0.288 -1.689 4.392
H 1.168 -1.154 1.563
H -0.461 -1.446 1.043
H 0.458 0.370 -0.233
H -1.073 2.299 0.575
H -1.787 0.830 -0.068
H -1.765 1.070 1.683
C 1.156 -6.147 -1.310
C 0.208 -5.096 -0.752
O 0.854 -3.976 -0.190
C 1.668 -3.212 -1.058
C 0.918 -2.606 -2.231
H 1.847 -6.484 -0.536
H 0.590 -7.008 -1.671
H 1.747 -5.766 -2.144
H -0.371 -5.528 0.064
H -0.513 -4.784 -1.518
H 2.526 -3.807 -1.397
H 2.065 -2.404 -0.444
H 0.499 -3.365 -2.896
H 1.584 -1.976 -2.819
H 0.097 -1.988 -1.865
C 1.934 2.892 -3.578
C 2.043 1.408 -3.888
O 1.059 0.615 -3.257
C -0.289 0.908 -3.572
C -0.632 0.741 -5.043
H 1.973 3.057 -2.501
H 2.759 3.433 -4.045
H 1.003 3.322 -3.949
H 2.995 1.031 -3.513
H 2.041 1.238 -4.972
H -0.556 1.912 -3.223
H -0.876 0.206 -2.980
H -0.081 1.437 -5.677
H -1.697 0.921 -5.199
H -0.400 -0.272 -5.375
*
```

Its HOMO energy is -4.89 eV. The value obtained for the HOMO-LUMO gap is 7.429 eV. As for the LUMO energy: 2.5 eV.

Record 2
Formula: C15H36BBr12N4O
Source: OMol25
Level of theory: ωB97M-V/def2-TZVPD

Geometry as ORCA input:
```
! wB97M-V def2-TZVPD RIJCOSX def2/J DEFGRID3
* xyz 1 1
C -2.853 -2.853 -1.148
N -1.545 -3.202 -1.745
C -1.525 -3.040 -3.200
B -0.411 -2.800 -1.013
O -0.282 -3.146 0.303
N 0.776 -2.030 -1.605
C 0.801 -0.825 -2.076
N 2.076 -0.322 -2.407
N -0.323 -0.021 -2.205
H -2.710 -2.426 -0.156
H -3.365 -2.120 -1.769
H -3.470 -3.748 -1.033
H -0.516 -3.124 -3.598
H -2.106 -3.843 -3.661
H -2.003 -2.108 -3.519
H 0.468 -2.759 0.754
H 1.696 -2.455 -1.553
H 2.149 -0.210 -3.417
H 2.115 0.629 -2.039
H -0.774 -0.114 -3.107
H -0.991 -0.109 -1.444
Br 2.538 2.989 -0.707
C 2.427 2.595 1.193
C 1.748 1.270 1.408
Br -0.159 1.379 1.031
H 1.904 3.430 1.647
H 3.452 2.564 1.560
H 1.844 0.942 2.441
H 2.147 0.506 0.748
Br 6.618 1.746 0.973
C 7.564 3.150 1.945
C 6.668 3.843 2.934
Br 5.430 5.060 2.053
H 7.965 3.825 1.197
H 8.383 2.654 2.461
H 7.256 4.460 3.609
H 6.069 3.146 3.509
Br 10.769 2.645 -0.671
C 11.524 1.144 0.308
C 10.778 0.882 1.589
Br 11.174 2.202 2.961
H 12.571 1.374 0.467
H 11.435 0.284 -0.352
H 11.070 -0.078 2.008
H 9.703 0.901 1.440
Br -6.487 -6.722 0.764
C -6.844 -6.779 -1.145
C -5.637 -7.220 -1.929
Br -4.302 -5.803 -2.034
H -7.179 -5.788 -1.429
H -7.655 -7.491 -1.276
H -5.910 -7.447 -2.956
H -5.142 -8.076 -1.484
Br -3.457 3.991 2.049
C -3.417 4.032 0.108
C -4.364 3.027 -0.490
Br -3.679 1.213 -0.320
H -2.387 3.856 -0.185
H -3.711 5.039 -0.178
H -4.487 3.200 -1.556
H -5.336 3.023 -0.006
Br -6.643 0.747 2.525
C -8.176 1.927 2.725
C -9.045 1.946 1.497
Br -8.266 2.989 0.049
H -7.785 2.907 2.975
H -8.738 1.533 3.568
H -9.996 2.426 1.715
H -9.220 0.952 1.101
*
```

Its HOMO energy is -11.66 eV. The value obtained for the HOMO-LUMO gap is 8.176 eV. As for the LUMO energy: -3.5 eV.

Record 3
Formula: C15H36BLaN3O4P2
Source: OMol25
Level of theory: ωB97M-V/def2-TZVPD

Geometry as ORCA input:
```
! wB97M-V def2-TZVPD RIJCOSX def2/J DEFGRID3
* xyz 2 2
La -0.927 -0.723 -0.220
H -0.448 -0.493 -3.351
H -2.840 -0.474 -2.957
P -0.852 -3.363 -1.564
P -1.053 2.116 -1.166
C 0.545 2.987 -0.923
H 0.491 3.974 -1.407
H 0.771 3.113 0.144
H 1.365 2.406 -1.365
C -1.450 2.744 -2.840
H -2.526 2.932 -2.948
H -0.920 3.694 -3.001
H -1.120 2.034 -3.606
C -2.110 3.233 -0.170
H -1.884 3.122 0.899
H -1.930 4.276 -0.466
H -3.165 2.986 -0.329
C -0.108 -3.947 -3.129
H -0.093 -5.046 -3.143
H -0.688 -3.571 -3.981
H 0.922 -3.574 -3.207
C 0.198 -4.295 -0.374
H -0.163 -4.170 0.657
H 0.169 -5.362 -0.644
H 1.237 -3.939 -0.429
C -2.333 -4.444 -1.516
H -2.957 -4.251 -2.397
H -2.021 -5.499 -1.510
H -2.917 -4.234 -0.611
C -3.322 -0.076 0.061
O -4.442 0.162 0.259
H -3.509 -1.117 -4.341
H -3.315 0.518 -4.203
H -1.099 0.515 -5.145
H -1.236 -1.588 -5.066
B -1.431 -0.503 -4.625
N -2.877 -0.386 -3.992
H 0.090 -0.647 -2.784
C 0.070 1.947 3.761
C 1.589 2.014 3.742
C 2.300 0.759 3.159
C 3.839 0.915 3.341
C 4.499 2.116 2.688
C 1.909 -0.494 3.951
O 2.500 -0.894 4.937
N 0.760 -1.180 3.512
C 0.244 -1.046 2.263
O -0.846 -1.651 1.923
N 0.861 -0.280 1.351
C 1.927 0.544 1.689
O 2.497 1.128 0.761
H -0.361 2.167 2.772
H -0.299 2.706 4.465
H -0.284 0.964 4.102
H 1.947 2.892 3.181
H 1.972 2.137 4.769
H 4.037 0.941 4.424
H 4.311 -0.004 2.960
H 4.271 3.050 3.216
H 5.581 1.957 2.725
H 4.177 2.188 1.644
H 0.447 -1.983 4.059
*
```

Its HOMO energy (alpha / beta) is -12.37 / -14.87 eV. The value obtained for the HOMO-LUMO gap (alpha / beta) is 4.193 / 7.176 eV. As for the LUMO energy (alpha / beta): -8.2 / -7.7 eV. As for the expectation value of S²: 0.752.

Record 4
Formula: C15H36FN5O5S2
Source: OMol25
Level of theory: ωB97M-V/def2-TZVPD

Geometry as ORCA input:
```
! wB97M-V def2-TZVPD RIJCOSX def2/J DEFGRID3
* xyz 0 1
C 2.145 -4.457 4.361
C 1.833 -4.648 2.848
C 0.336 -4.476 2.451
N -0.419 -3.523 3.298
N -0.452 -2.225 2.700
C -0.135 -1.155 3.739
S 1.059 0.037 3.001
C 2.635 -0.915 3.182
C 3.576 -0.715 1.957
S -2.029 -1.825 2.135
O -2.396 -2.638 0.962
O -2.149 -0.382 1.846
F -3.118 -2.132 3.323
H 3.142 -3.983 4.425
H 1.458 -3.786 4.887
H 2.267 -5.426 4.865
H 2.490 -4.042 2.203
H 2.095 -5.692 2.604
H 0.292 -4.088 1.415
H -0.159 -5.456 2.463
H -1.368 -3.884 3.308
H 0.329 -1.683 4.580
H -1.030 -0.645 4.115
H 2.346 -1.978 3.207
H 3.129 -0.696 4.139
H 3.499 -1.599 1.298
H 4.614 -0.701 2.322
H 3.330 0.163 1.331
C -4.817 1.175 2.230
N -5.720 2.160 2.800
C -6.811 1.951 3.583
C -7.161 0.525 3.925
O -7.472 2.896 3.985
H -3.808 1.372 2.590
H -4.830 1.276 1.143
H -5.099 0.162 2.497
H -5.546 3.134 2.612
H -8.049 0.519 4.551
H -7.371 -0.041 3.017
H -6.343 0.056 4.475
C 1.571 1.780 -3.517
N 2.502 1.629 -2.410
C 2.438 0.765 -1.368
C 1.264 -0.178 -1.311
O 3.313 0.765 -0.509
H 2.105 1.605 -4.451
H 1.189 2.798 -3.519
H 0.740 1.086 -3.444
H 3.312 2.227 -2.381
H 1.351 -0.802 -0.424
H 0.331 0.382 -1.249
H 1.254 -0.823 -2.191
C 1.606 3.910 -9.290
N 1.027 3.777 -7.967
C 1.663 3.747 -6.767
C 3.166 3.864 -6.769
O 1.022 3.629 -5.734
H 1.198 4.802 -9.769
H 1.335 3.037 -9.886
H 2.687 3.991 -9.249
H 0.026 3.695 -7.889
H 3.527 3.824 -5.745
H 3.609 3.037 -7.326
H 3.472 4.814 -7.208
*
```

Its HOMO energy is -8.84 eV. The SMILES is CCCNN(CSCC)S(=O)(=O)F.CNC(C)=O.CNC(C)=O.CNC(C)=O. The value obtained for the HOMO-LUMO gap is 9.040 eV. As for the LUMO energy: 0.2 eV.

The records above give, respectively, strongest force on any atom values of 0.74; 2.01; 6.15; 5.64 eV Å⁻¹.